Entry 1:
This record from the Open Molecules 2025 dataset describes an isolated molecule of C2H3O2P. The level of theory is ωB97M-V with the def2-TZVPD basis set.

Values from the calculation:
- HOMO (hartree) = -0.36909
- LUMO level (hartree) = 0.022
- HOMO-LUMO gap (eV) = 10.6
- SMILES string = O=C1O[C@@H]1P

```
! RIJCOSX wB97M-V def2-TZVPD def2/J DEFGRID3
* xyz 0 1
O -2.97242 -1.22034 -0.00828
C -2.04543 -0.63598 -0.22997
O -1.96022 0.64535 -0.57402
C -0.87935 0.01703 0.22124
P 0.45407 0.05369 -1.26201
H -0.81383 0.24281 1.38484
H 0.88443 -1.30336 -0.96775
H -0.45347 -0.61740 -2.10002
*
```


Entry 2:
This record from the Open Molecules 2025 dataset describes a structure of composition C34H45CoN11OSe. The level of theory is ωB97M-V with the def2-TZVPD basis set.

Values from the calculation:
- HOMO (spin up / spin down) (hartree) = -0.23343 / -0.23271
- LUMO level (spin up / spin down) (hartree) = -0.048 / -0.048
- HOMO-LUMO gap (spin up / spin down) (eV) = 5.0 / 5.0

```
! RIJCOSX wB97M-V def2-TZVPD def2/J DEFGRID3
* xyz 0 2
Co 0.82098 -0.19548 0.47666
C -0.11813 2.08463 3.79623
C -0.32389 0.56932 3.87668
C -1.45346 0.02631 2.99292
N -0.95602 -0.65037 1.80925
C -1.75979 -1.47043 1.18889
C -3.16834 -1.54066 1.44374
C -4.09660 -2.51005 1.13260
C -3.92541 -3.74114 0.51163
C -2.74270 -4.19415 -0.05036
C -1.53850 -3.54964 -0.25832
C -1.11692 -2.23340 0.07562
N -0.06266 -1.65265 -0.44207
C 0.79110 -2.37062 -1.36377
C 1.89376 -3.14279 -0.59668
C 1.91299 -2.90299 0.91819
N 2.01054 -1.49373 1.24569
C 2.83997 -1.04793 2.15535
C 3.51104 -1.87284 3.09782
C 4.57881 -1.60545 3.92768
C 5.34637 -0.45563 4.06077
C 5.10015 0.75441 3.43220
C 4.03140 1.15116 2.65100
C 2.88554 0.44105 2.20428
N 1.82757 1.01085 1.66794
C 1.58289 2.42413 1.89307
C 0.16749 2.66980 2.41299
H 0.69140 2.36810 4.47655
H -1.02380 2.56526 4.18224
H -0.55069 0.32732 4.91796
H 0.59116 0.03482 3.62281
H -2.13124 0.85215 2.71634
H -2.06480 -0.67206 3.57706
H -3.55619 -0.70440 2.01095
H -5.10596 -2.29584 1.47009
H -4.78010 -4.40237 0.47318
H -2.77230 -5.21021 -0.43386
H -0.80120 -4.14835 -0.77405
H 1.25686 -1.63079 -2.01485
H 0.21957 -3.04422 -2.00595
H 2.87000 -2.86931 -1.00197
H 1.77839 -4.21867 -0.74749
H 2.76515 -3.45430 1.32073
H 1.00702 -3.32290 1.37067
H 3.10309 -2.87057 3.18628
H 4.88066 -2.43962 4.55354
H 6.20685 -0.50910 4.71425
H 5.84341 1.52725 3.60252
H 4.07552 2.17572 2.30664
H 1.72768 2.98694 0.96270
H 2.27684 2.82337 2.63664
H -0.56806 2.29238 1.70160
H 0.03089 3.75443 2.45975
C -0.99561 -1.36528 -5.20296
C -1.60010 -1.56388 -3.82140
O -1.47534 -0.40146 -3.01970
H -1.26756 -2.17325 -5.88249
H 0.09392 -1.32948 -5.14393
H -1.34890 -0.42417 -5.62830
H -1.13207 -2.41786 -3.31781
H -2.66895 -1.77352 -3.89370
H -0.53893 -0.12910 -3.01729
Se 1.35521 1.62764 -4.51578
N 3.03074 2.14588 -4.26328
C 3.42134 1.62257 -3.11625
C 4.73317 1.73183 -2.55433
C 4.97371 1.04524 -1.41037
C 3.92599 0.28427 -0.78618
N 2.70116 0.18931 -1.22549
C 2.44416 0.81912 -2.41722
N 1.27874 0.68954 -3.01356
H 5.48603 2.32825 -3.04883
H 5.94425 1.06944 -0.93384
H 4.14456 -0.22916 0.14544
C -4.13480 1.99178 -3.08252
C -4.39958 2.15084 -1.59113
C -5.76779 2.77498 -1.33359
C -3.33896 3.02617 -0.92931
N -2.00985 2.42283 -0.88664
C -1.63341 1.21616 -0.46906
N -0.31994 1.20365 -0.39259
N 0.09521 2.42678 -0.77312
N -0.90498 3.16192 -1.06374
H -4.89975 1.36427 -3.53913
H -3.16431 1.53833 -3.26984
H -4.16238 2.96662 -3.57407
H -4.37818 1.16366 -1.11677
H -5.81528 3.78187 -1.75210
H -5.98702 2.84060 -0.26758
H -6.55122 2.18285 -1.80276
H -3.62240 3.26220 0.10008
H -3.22360 3.96504 -1.47200
H -2.29560 0.39676 -0.26117
*
```


Entry 3:
This record from the Open Molecules 2025 dataset describes a cluster of 3 separate species, C3H14NO2S2 in total. The level of theory is ωB97M-V with the def2-TZVPD basis set.

Values from the calculation:
- HOMO (hartree) = -0.45354
- LUMO level (hartree) = -0.110
- HOMO-LUMO gap (eV) = 9.3

```
! RIJCOSX wB97M-V def2-TZVPD def2/J DEFGRID3
* xyz 1 1
N -1.76690 1.68377 -0.20135
C -0.67630 1.18605 0.69857
C -0.77449 -0.29412 1.13989
S -1.27814 -1.49135 -0.18714
S 0.11793 -1.33598 -1.62095
C 1.42632 -2.40129 -1.02355
H -1.42710 2.12547 -1.13909
H -2.32891 2.37670 0.25864
H -2.40411 0.90052 -0.42310
H -0.50141 1.83538 1.60547
H 0.33468 1.28240 0.25188
H 0.16472 -0.54684 1.64816
H -1.34423 -0.46627 2.06979
H 1.93647 -1.93243 -0.17533
H 2.21942 -2.64981 -1.74870
H 1.07823 -3.28044 -0.54252
H -1.00620 2.95989 -3.22959
H -0.33904 1.49350 -3.04620
O -0.73574 2.31193 -2.58286
H 2.63129 -0.49484 2.76060
H 2.32055 -1.94057 3.08991
O 2.35296 -1.32167 2.39750
*
```